Computed, not measured: a 3-piece molecular cluster, C5H16O2 overall at a distorted geometry, with ωB97M-V/def2-TZVPD.

Calculated values
HOMO level, eV: -10.627
Calculated total energy, eV: -9539.213
Max |F|, eV/A: 2.537
Energy relative to the best compared isomer or geometry (same formula, charge and spin), kJ/mol: 59.5
Total charge: 0
Molecular weight, g/mol: 108.18
Structure (SMILES): CCCCC.O.O

The geometry in XYZ format:
```
23
Properties=species:S:1:pos:R:3:forces:R:3
C -1.300 -1.229 -1.601 -0.08 -0.63 -0.05
C -1.019 0.135 -1.054 1.06 1.79 0.17
C -0.742 0.307 0.443 0.15 -2.24 1.18
C -1.526 -0.714 1.306 -0.48 0.35 -0.32
C -3.032 -0.482 1.261 0.04 0.09 -0.16
H -2.161 -1.691 -1.151 -0.47 -0.08 0.40
H -1.530 -1.248 -2.664 0.28 0.30 -0.18
H -0.489 -1.927 -1.414 0.30 -0.05 -0.08
H -0.195 0.631 -1.585 0.26 -0.49 -0.05
H -1.773 0.854 -1.279 -1.31 0.15 -0.35
H 0.278 0.050 0.733 0.41 0.29 -0.51
H -0.920 1.290 0.851 -0.18 0.56 -0.35
H -1.323 -1.716 0.949 0.17 -0.25 -0.18
H -1.161 -0.713 2.330 0.02 0.21 0.18
H -3.593 -1.340 1.632 -0.04 0.12 0.23
H -3.301 0.424 1.808 -0.11 -0.12 0.11
H -3.359 -0.327 0.231 -0.02 0.00 -0.04
O 2.509 -1.732 0.664 -0.11 0.21 -0.39
H 1.999 -1.481 -0.119 -0.03 -0.18 0.22
H 3.263 -1.136 0.614 0.13 -0.01 0.17
O 3.907 3.280 -0.782 -0.12 -0.01 -0.56
H 4.173 4.141 -0.451 0.02 0.07 0.04
H 3.730 3.424 -1.727 0.10 -0.08 0.52
```
Forces are in eV/Å.

Computed, not measured: a 3-piece molecular cluster, C5H16O3 overall at a distorted geometry, with ωB97M-V/def2-TZVPD.

Calculated values
HOMO level, eV: -10.444
Calculated total energy, eV: -11585.595
Max |F|, eV/A: 3.344
Energy relative to the best compared isomer or geometry (same formula, charge and spin), kJ/mol: 125.9
Total charge: 0
Molecular weight, g/mol: 124.18
Structure (SMILES): CCCCCO.O.O

The geometry in XYZ format:
```
24
Properties=species:S:1:pos:R:3:forces:R:3
C 2.585 -0.270 -0.096 2.22 -1.25 1.50
C 1.118 0.017 -0.189 -1.06 1.79 0.25
C 0.858 1.522 -0.415 0.80 1.30 -1.09
C -0.368 2.064 0.337 1.01 0.94 2.11
C -1.612 1.211 0.580 2.49 -2.09 -0.62
O -1.872 0.345 -0.531 -0.87 -1.09 -1.47
H 2.720 -1.072 0.713 0.11 0.92 -1.30
H 3.285 0.566 0.204 -1.38 -0.32 0.20
H 3.150 -0.584 -0.964 -0.50 -0.57 -0.65
H 0.733 -0.174 0.846 -0.12 -0.33 -1.18
H 0.486 -0.463 -0.991 1.06 -0.30 1.22
H 0.801 1.793 -1.522 -0.02 -0.54 1.15
H 1.765 2.140 -0.054 -1.40 -0.93 -0.46
H -0.581 3.091 0.042 -0.32 -0.06 -0.47
H 0.060 2.231 1.366 -0.60 -0.10 -0.56
H -2.483 1.794 0.811 -0.35 0.16 0.44
H -1.303 0.398 1.352 -1.08 1.76 -0.77
H -1.744 0.577 -1.481 0.06 0.78 1.56
O 0.241 -2.730 0.699 -1.65 -1.47 -2.51
H -0.697 -3.108 0.598 1.51 0.91 0.82
H 0.445 -2.831 -0.282 0.27 0.44 1.83
O -2.345 -2.438 -0.152 1.24 -0.34 0.66
H -3.173 -2.552 -0.569 -1.35 -0.11 -0.66
H -2.068 -1.525 -0.300 -0.08 0.49 -0.01
```
Forces are in eV/Å.

Computed, not measured: C5H16O3 as an isolated structure at a distorted geometry, with ωB97M-V/def2-TZVPD.

Calculated values
HOMO level, eV: -9.994
Calculated total energy, eV: -11580.694
Max |F|, eV/A: 1.799
Energy relative to the best compared isomer or geometry (same formula, charge and spin), kJ/mol: 598.8
Total charge: 0
Molecular weight, g/mol: 124.18

The geometry in XYZ format:
```
24
Properties=species:S:1:pos:R:3:forces:R:3
C -0.242 -1.551 -0.578 -1.03 -0.59 0.89
O 0.719 -1.420 -1.602 0.57 1.65 0.40
C 0.429 -1.539 0.790 0.38 -0.76 0.50
C 1.169 -0.243 1.102 -0.26 0.03 -0.78
C 0.302 1.020 1.122 -0.50 -0.17 0.27
C -0.595 1.115 2.366 0.45 -0.78 -0.22
H -0.816 -2.487 -0.702 0.58 0.07 -0.14
H -0.993 -0.764 -0.607 0.14 0.15 -0.26
H 0.611 -0.554 -2.111 -0.45 -1.51 -0.87
H 1.178 -2.361 0.838 -0.43 0.35 -0.13
H -0.317 -1.790 1.562 0.07 0.22 -0.25
H 1.886 -0.141 0.273 0.31 0.09 0.23
H 1.740 -0.388 2.014 0.18 0.21 0.18
H -0.360 1.051 0.230 0.51 -0.02 0.66
H 0.923 1.912 1.077 0.21 0.06 -0.02
H 0.040 1.164 3.252 -0.08 0.01 0.15
H -1.215 2.002 2.340 -0.27 0.06 -0.01
H -1.211 0.200 2.446 0.04 0.55 0.05
H -0.413 -0.035 -3.848 0.09 -0.62 -0.13
H -0.563 0.820 -2.444 -0.67 0.30 -0.55
O 0.127 0.444 -3.220 0.46 1.09 0.31
H 0.748 0.634 -1.329 -1.10 -0.26 -0.09
H -1.951 1.734 -1.582 0.30 0.79 -0.22
O -1.196 1.177 -1.387 0.50 -0.91 0.03
```
Forces are in eV/Å.

Computed, not measured: a 5-piece molecular cluster, C5H16O5 overall at a distorted geometry, with ωB97M-V/def2-TZVPD.

Calculated values
HOMO level, eV: -8.527
Calculated total energy, eV: -15680.409
Max |F|, eV/A: 1.662
Energy relative to the best compared isomer or geometry (same formula, charge and spin), kJ/mol: 175.0
Total charge: 0
Molecular weight, g/mol: 156.18
Structure (SMILES): C=C/C(O)=C/C.O.O.O.O

The geometry in XYZ format:
```
26
Properties=species:S:1:pos:R:3:forces:R:3
C 1.320 0.436 2.356 -1.38 0.42 -0.31
C 0.081 0.757 1.997 0.11 -0.50 -0.47
C -0.331 1.617 0.867 0.06 1.10 -0.07
O -0.345 2.971 1.236 -0.40 -0.39 -0.06
C -0.721 1.335 -0.372 -0.04 0.03 -0.81
C -1.337 2.349 -1.339 1.40 -0.68 0.59
H 2.135 0.740 1.721 0.45 0.00 0.45
H 1.377 -0.140 3.261 0.82 -0.25 0.03
H -0.749 0.354 2.565 -0.10 0.09 0.25
H -0.427 3.029 2.191 0.10 0.02 0.13
H -0.492 0.398 -0.867 -0.18 -0.36 0.75
H -0.826 2.180 -2.290 -0.15 0.30 -0.12
H -2.395 2.141 -1.498 -0.09 0.32 0.16
H -1.096 3.342 -0.964 -0.58 0.12 -0.31
O 2.217 -1.557 0.469 0.33 0.01 -0.27
H 2.166 -0.681 0.061 -0.38 -0.17 0.03
H 2.878 -1.990 -0.079 0.10 -0.15 0.07
O 1.092 -1.167 -2.534 0.10 0.54 0.04
H 0.159 -1.248 -2.807 0.56 -0.53 0.32
H 1.587 -1.987 -2.622 -0.67 -0.01 -0.28
O -0.478 -3.253 0.352 0.55 -0.27 -0.10
H 0.404 -3.295 -0.058 -0.45 0.34 0.02
H -0.253 -3.341 1.285 -0.24 0.14 0.02
O -1.793 -1.461 -1.797 -0.31 -0.08 0.42
H -1.663 -2.024 -1.017 0.38 -0.24 -0.17
H -2.323 -0.755 -1.409 0.00 0.19 -0.32
```
Forces are in eV/Å.

Computed, not measured: C5H17INO2P2 as an isolated structure at a distorted geometry, with ωB97M-V/def2-TZVPD.

Calculated values
HOMO level, eV: -3.768
Calculated total energy, eV: -37719.757
Max |F|, eV/A: 3.717
Total charge: -1
Molecular weight, g/mol: 312.05

The geometry in XYZ format:
```
28
Properties=species:S:1:pos:R:3:forces:R:3
N -2.906 -1.698 -1.316 -1.24 1.49 -0.44
P -2.286 -0.169 -1.374 -2.03 -2.62 -0.65
P -1.222 0.229 0.539 2.66 -2.43 0.91
I -2.531 2.312 0.706 -1.50 2.39 0.81
C 0.144 1.223 -0.353 1.06 2.56 -1.21
C 0.771 2.465 0.575 1.27 -0.92 -1.19
O 0.572 3.793 -0.090 0.30 -1.44 -0.64
C -0.344 -1.455 0.284 -0.14 -1.95 0.33
C 1.000 -1.679 1.187 -0.09 -1.14 -0.25
C 2.424 -1.478 0.411 1.02 -0.20 1.41
O 2.386 -1.651 -1.047 0.95 0.90 0.40
H -3.960 -1.642 -1.453 1.79 -0.06 0.21
H -3.370 0.763 -1.597 0.98 -0.21 -0.35
H -1.326 -0.085 -2.465 -0.47 0.43 0.37
H -2.256 -0.453 1.287 -0.46 0.32 -0.60
H -0.551 0.478 1.809 -0.08 0.21 0.00
H -0.392 1.782 -1.263 1.21 -1.09 1.76
H 1.008 0.585 -0.818 -1.54 0.98 1.02
H 0.378 2.451 1.678 0.33 0.37 -2.33
H 1.947 2.323 0.640 -2.23 0.11 -0.01
H 0.677 3.686 -1.093 -0.23 -0.22 2.37
H -1.127 -2.283 0.646 1.70 1.84 -0.96
H -0.212 -1.643 -0.868 0.29 0.10 2.29
H 0.982 -1.023 2.182 0.10 -1.16 -2.30
H 0.976 -2.808 1.572 0.09 2.38 -0.87
H 2.847 -0.424 0.715 -0.68 -1.93 -0.79
H 3.155 -2.328 0.825 -1.36 1.97 -0.67
H 3.219 -1.277 -1.482 -1.71 -0.70 1.37
```
Forces are in eV/Å.

Computed, not measured: a 2-piece molecular cluster, C5H17N2O overall at a distorted geometry, with ωB97M-V/def2-TZVPD.

Calculated values
HOMO level (spin up / spin down), eV: -2.508 / -10.518
Calculated total energy, eV: -10483.404
Max |F|, eV/A: 5.155
Energy relative to the best compared isomer or geometry (same formula, charge and spin), kJ/mol: 279.1
Total charge: 0
2S+1: 2
Molecular weight, g/mol: 121.20

The geometry in XYZ format:
```
25
Properties=species:S:1:pos:R:3:forces:R:3
N -0.862 -1.146 -0.852 4.66 0.58 2.14
C 0.351 -0.064 -0.586 -0.31 -0.05 -1.00
C -0.322 0.842 0.505 4.31 0.01 0.43
C -0.577 0.167 1.870 -0.35 0.67 -0.66
C 0.600 2.087 0.724 2.59 -1.51 -0.68
C 1.537 -0.971 -0.090 -2.06 2.73 2.06
N 1.047 -2.264 0.356 1.52 -0.51 -1.02
H -1.490 -0.771 -1.460 -2.94 1.60 -2.19
H -1.122 -1.256 0.129 -1.21 -0.55 -0.40
H -0.478 -2.018 -1.180 0.10 -0.68 -0.31
H 0.703 0.603 -1.560 -1.50 -2.11 2.44
H -1.182 1.248 0.122 -2.46 0.44 -0.99
H -1.354 -0.567 1.745 -0.25 -0.83 0.28
H -1.054 0.885 2.524 0.02 0.43 0.25
H 0.291 -0.225 2.409 -0.03 -0.01 -0.39
H 1.344 1.797 1.512 -0.45 0.37 -0.58
H 0.014 2.864 1.152 -0.27 1.04 -0.05
H 1.292 2.382 -0.202 -1.99 -0.33 1.80
H 1.922 -0.418 0.806 0.26 -0.16 -0.77
H 2.233 -0.929 -0.842 1.86 -0.73 -1.66
H 1.815 -2.723 0.832 0.34 -0.46 -0.33
H 0.535 -1.970 1.130 -1.72 -0.09 1.79
H -1.784 1.484 -2.600 -0.80 1.54 0.17
H -1.965 0.336 -3.603 -0.86 -0.22 -1.12
O -1.496 0.627 -2.841 1.53 -1.21 0.80
```
Forces are in eV/Å.

Computed, not measured: C5H17N2O as an isolated structure at a distorted geometry, with ωB97M-V/def2-TZVPD.

Calculated values
HOMO level (spin up / spin down), eV: -6.688 / -6.837
Calculated total energy, eV: -10478.543
Max |F|, eV/A: 3.974
Energy relative to the best compared isomer or geometry (same formula, charge and spin), kJ/mol: 748.1
Total charge: 0
2S+1: 2
Molecular weight, g/mol: 121.20

The geometry in XYZ format:
```
25
Properties=species:S:1:pos:R:3:forces:R:3
C 0.040 -0.824 -1.917 -0.42 0.60 -2.19
C -1.229 -1.328 -1.490 1.91 0.33 0.36
C 0.434 -1.489 -0.558 1.08 -3.14 2.19
C -0.027 -1.311 0.986 0.88 1.55 0.12
C 1.114 -0.678 1.833 0.44 0.81 -0.85
N 1.380 0.783 1.489 -1.51 -2.20 0.27
N -0.461 2.199 -2.066 2.87 1.96 -0.62
H 0.237 0.239 -1.796 -0.59 0.19 -0.25
H 0.703 -1.253 -2.737 -1.42 0.10 1.15
H -1.591 -2.334 -1.567 0.44 -0.64 -0.67
H -1.929 -0.770 -0.889 0.42 0.83 0.23
H 0.747 -2.554 -0.828 -0.92 1.05 0.80
H 1.435 -1.018 -0.557 -0.43 0.67 0.11
H -0.242 -2.284 1.426 -0.44 0.06 -0.35
H -0.776 -0.511 1.155 -0.46 -0.78 -0.55
H 0.905 -0.844 2.887 -0.72 0.15 0.29
H 1.998 -1.290 1.711 0.77 -0.16 -0.40
H 2.109 1.018 2.157 -0.19 0.57 -0.08
H -0.499 1.241 -0.316 -0.12 -0.36 0.94
H 0.022 3.030 -1.654 -1.13 -1.44 0.86
H -1.293 1.858 -1.644 -0.81 0.75 0.17
H -0.460 2.545 -2.998 -1.06 -0.43 -1.37
H -1.460 2.177 2.227 0.31 -0.35 -0.55
H 0.286 1.279 1.648 1.41 -0.19 0.03
O -1.077 1.547 1.586 -0.30 0.06 0.36
```
Forces are in eV/Å.

Computed, not measured: a 2-piece molecular cluster, C5H17N2O overall at a distorted geometry, with ωB97M-V/def2-TZVPD.

Calculated values
HOMO level (spin up / spin down), eV: -3.134 / -9.450
Calculated total energy, eV: -10484.443
Max |F|, eV/A: 3.310
Energy relative to the best compared isomer or geometry (same formula, charge and spin), kJ/mol: 178.8
Total charge: 0
2S+1: 2
Molecular weight, g/mol: 121.20

The geometry in XYZ format:
```
25
Properties=species:S:1:pos:R:3:forces:R:3
C 0.102 1.675 -1.511 1.02 -0.79 -1.07
C 0.575 1.074 -0.193 -0.47 0.73 2.16
C -0.095 -0.247 0.273 -0.04 -0.81 -1.47
C 0.811 -1.403 0.753 1.44 1.49 0.08
C 1.112 -2.434 -0.308 -2.42 -0.86 -2.08
N -0.198 -3.157 -0.484 0.12 0.08 -0.08
N 0.289 2.075 0.979 1.62 -0.32 -1.19
H -0.729 1.038 -1.840 0.26 0.30 -0.57
H -0.195 2.710 -1.585 -0.27 0.26 0.76
H 0.988 1.676 -2.226 -1.14 -0.53 0.51
H 1.653 1.004 -0.155 0.37 -0.21 -0.19
H -0.894 -0.051 0.964 -0.03 0.16 0.66
H -0.645 -0.694 -0.557 -0.05 0.16 -0.35
H 1.756 -0.936 1.067 -0.14 -0.27 0.34
H 0.356 -1.885 1.611 0.08 -0.16 0.17
H 1.920 -3.136 -0.160 0.45 0.10 0.68
H 1.252 -2.044 -1.355 0.29 0.35 1.16
H -0.473 -3.716 0.314 0.24 0.02 0.05
H -0.268 -3.734 -1.313 0.27 0.05 0.09
H -0.750 2.090 1.050 0.54 0.80 0.83
H 0.888 1.830 1.846 -0.84 -0.41 -0.10
H 0.809 2.984 0.770 -0.93 -0.05 -0.16
H -3.427 2.126 0.997 -0.13 -0.02 -0.55
H -2.289 1.406 0.102 -0.87 0.09 -0.35
O -2.545 1.750 0.963 0.64 -0.16 0.68
```
Forces are in eV/Å.

Computed, not measured: a 2-piece molecular cluster, C5H17N2O overall at a distorted geometry, with ωB97M-V/def2-TZVPD.

Calculated values
HOMO level, eV: -14.013
Calculated total energy, eV: -10481.644
Max |F|, eV/A: 2.836
Energy relative to the best compared isomer or geometry (same formula, charge and spin), kJ/mol: 124.5
Total charge: +1
Molecular weight, g/mol: 121.20

The geometry in XYZ format:
```
25
Properties=species:S:1:pos:R:3:forces:R:3
C -0.084 0.487 1.124 -1.03 0.67 1.54
C -1.201 1.395 0.592 0.02 -0.58 -0.71
C -1.985 0.736 -0.619 0.44 2.10 0.07
C -1.828 -0.752 -0.787 0.10 -0.70 0.22
N -0.647 -0.974 -1.673 -0.77 -2.16 -1.67
C -0.504 -2.450 -2.095 -1.71 -0.04 1.07
N 1.078 0.328 0.220 0.32 0.60 0.89
H -0.547 -0.420 1.526 0.32 -0.70 -1.09
H 0.131 0.850 2.126 0.92 0.82 -0.02
H -1.966 1.552 1.351 0.37 0.01 0.39
H -0.782 2.400 0.347 -0.44 -0.78 -0.09
H -1.639 1.335 -1.513 -0.45 -1.12 0.40
H -3.043 0.985 -0.526 0.09 -0.07 0.05
H -2.722 -1.261 -1.185 0.46 0.43 -0.38
H -1.590 -1.343 0.107 -0.20 0.59 0.08
H -0.880 -0.457 -2.541 0.82 -0.11 0.61
H -0.685 -3.163 -1.280 0.62 0.76 0.52
H 0.416 -2.679 -2.563 0.89 0.19 -0.52
H -1.362 -2.743 -2.698 0.15 0.62 -0.67
H 1.764 -0.255 0.706 -0.22 -0.16 -0.22
H 1.585 1.242 0.243 -0.66 -0.78 -0.45
H 0.211 -0.618 -1.198 0.04 0.47 0.00
H 4.881 0.731 2.651 0.29 0.55 -0.37
H 3.603 0.855 3.317 -0.25 0.65 -0.02
O 4.158 1.374 2.712 -0.09 -1.24 0.37
```
Forces are in eV/Å.

Q: Among the records above, which one has the lowest max |F|?
A: C5H16O5